Density functional theory data (the ωB97M-V functional and the def2-TZVPD basis) for 13 unconnected molecules or ions with the total composition C44H125N11O13.

Last column: Löwdin charge in e.
Geometry (Å):
O 0.514 0.207 0.210  -0.047
H -0.303 0.062 0.687  0.010
H 0.341 -0.130 -0.670  0.007
O -1.194 -1.091 2.353  -0.040
H -1.162 -0.845 3.278  0.044
H -1.868 -1.769 2.308  0.029
C 2.763 2.340 -1.509  -0.077
C 2.415 3.522 -0.644  -0.417
C 2.133 3.021 0.807  -0.158
O 2.224 4.170 1.657  -0.230
C 2.093 3.885 3.008  -0.120
N 3.534 4.456 -0.649  0.048
H 2.961 2.631 -2.540  0.083
H 2.110 1.468 -1.554  0.067
H 3.678 1.937 -1.073  0.061
H 1.616 4.102 -1.106  0.101
H 2.788 2.211 1.128  0.121
H 1.135 2.593 0.902  0.105
H 2.287 4.813 3.546  0.088
H 2.968 3.329 3.345  0.089
H 1.151 3.370 3.201  0.058
H 3.481 4.941 0.235  0.056
H 4.432 3.994 -0.628  0.067
C 1.114 7.456 2.143  -0.060
C -0.346 7.257 1.686  -0.436
C -0.637 5.865 1.138  -0.216
O -2.013 5.848 0.906  -0.184
C -2.444 4.639 0.188  -0.057
N -1.121 7.553 2.866  0.043
H 1.876 7.269 1.386  0.070
H 1.290 6.778 2.978  0.058
H 1.230 8.476 2.510  0.072
H -0.604 8.006 0.937  0.134
H -0.355 5.038 1.790  0.115
H -0.014 5.802 0.246  0.126
H -3.521 4.797 0.247  0.079
H -2.273 3.701 0.716  0.073
H -2.363 4.617 -0.899  0.058
H -1.954 6.987 2.787  0.054
H -1.423 8.499 2.685  0.074
C 2.946 -0.229 -5.242  -0.061
C 3.245 -1.557 -5.914  -0.414
C 4.350 -1.530 -7.044  -0.143
O 4.475 -2.901 -7.491  -0.230
C 5.239 -3.147 -8.602  -0.135
N 3.674 -2.486 -4.893  0.053
H 2.867 0.543 -6.007  0.072
H 3.719 0.150 -4.573  0.066
H 2.034 -0.284 -4.647  0.069
H 2.347 -2.045 -6.293  0.134
H 5.327 -1.190 -6.698  0.121
H 4.140 -0.895 -7.905  0.117
H 5.856 -4.033 -8.452  0.093
H 5.847 -2.271 -8.829  0.082
H 4.568 -3.197 -9.459  0.089
H 4.012 -3.183 -5.541  0.053
H 4.521 -2.155 -4.454  0.027
C -3.784 0.582 1.249  -0.068
C -5.203 0.316 1.702  -0.437
C -5.712 1.444 2.677  -0.151
O -5.260 1.184 4.050  -0.186
C -5.907 2.061 4.949  -0.119
N -6.006 0.060 0.544  0.037
H -3.507 -0.262 0.618  0.056
H -3.132 0.465 2.115  0.059
H -3.468 1.519 0.791  0.075
H -5.355 -0.581 2.302  0.137
H -6.795 1.538 2.591  0.116
H -5.384 2.389 2.245  0.113
H -5.508 3.065 4.800  0.077
H -5.571 1.769 5.943  0.066
H -6.996 2.067 4.997  0.093
H -5.848 0.833 -0.087  0.071
H -5.436 -0.640 0.092  0.063
C -4.979 -6.486 3.075  -0.067
C -3.982 -5.382 3.138  -0.472
C -2.888 -5.553 2.054  -0.177
O -1.983 -4.465 2.100  -0.191
C -0.974 -4.445 1.159  -0.134
N -4.660 -4.090 3.057  0.042
H -5.246 -6.570 2.022  0.085
H -5.808 -6.198 3.722  0.079
H -4.620 -7.457 3.417  0.082
H -3.399 -5.332 4.058  0.132
H -3.425 -5.470 1.110  0.129
H -2.417 -6.519 2.234  0.136
H -1.223 -4.602 0.110  0.088
H -0.326 -5.308 1.316  0.084
H -0.335 -3.569 1.265  0.079
H -3.863 -3.469 3.039  0.049
H -5.250 -3.938 3.862  0.073
C -1.127 2.856 4.368  -0.062
C -2.510 3.126 5.027  -0.411
C -2.534 2.971 6.556  -0.173
O -3.784 3.425 7.115  -0.218
C -4.316 2.580 8.233  -0.063
N -2.878 4.480 4.577  0.056
H -1.242 2.953 3.289  0.062
H -0.829 1.823 4.546  0.065
H -0.367 3.541 4.744  0.075
H -3.177 2.409 4.548  0.106
H -1.673 3.455 7.018  0.125
H -2.480 1.917 6.826  0.117
H -3.561 2.511 9.016  0.081
H -4.694 1.609 7.911  0.071
H -5.121 3.127 8.724  0.082
H -3.155 4.521 3.607  0.061
H -3.760 4.670 5.030  0.053
C 2.032 0.117 4.007  -0.062
C 2.932 -0.887 3.350  -0.394
C 3.245 -2.071 4.324  -0.213
O 4.261 -1.683 5.243  -0.166
C 4.331 -2.755 6.163  -0.121
N 2.396 -1.416 2.069  0.055
H 1.067 -0.316 4.270  0.070
H 1.880 1.016 3.410  0.055
H 2.501 0.507 4.910  0.088
H 3.860 -0.391 3.066  0.136
H 3.634 -2.951 3.813  0.116
H 2.324 -2.509 4.708  0.118
H 3.303 -2.891 6.498  0.080
H 5.004 -2.512 6.985  0.092
H 4.602 -3.708 5.708  0.086
H 1.476 -1.698 2.376  0.049
H 2.206 -0.705 1.376  0.036
C -4.120 5.116 -3.114  -0.047
C -3.659 3.975 -4.078  -0.407
C -2.344 3.353 -3.565  -0.210
O -1.286 4.310 -3.652  -0.178
C 0.002 3.772 -3.298  -0.093
N -4.762 3.060 -4.089  0.021
H -3.340 5.871 -3.024  0.076
H -4.227 4.734 -2.099  0.060
H -5.035 5.629 -3.411  0.075
H -3.532 4.288 -5.114  0.137
H -2.037 2.527 -4.206  0.100
H -2.416 2.962 -2.550  0.111
H 0.383 2.873 -3.782  0.081
H -0.012 3.494 -2.244  0.068
H 0.774 4.517 -3.494  0.097
H -5.645 3.534 -4.217  0.074
H -4.704 2.471 -4.907  0.059
C -1.678 -1.079 -4.834  -0.072
C -2.723 -0.757 -3.801  -0.418
C -2.085 -0.056 -2.487  -0.151
O -0.959 -0.653 -1.912  -0.220
C -1.241 -1.904 -1.325  -0.100
N -3.671 0.087 -4.439  0.040
H -2.057 -1.797 -5.561  0.082
H -0.805 -1.488 -4.325  0.071
H -1.314 -0.250 -5.442  0.082
H -3.162 -1.700 -3.477  0.122
H -2.809 0.247 -1.730  0.119
H -1.562 0.850 -2.795  0.104
H -1.754 -1.886 -0.363  0.078
H -0.271 -2.395 -1.238  0.086
H -1.884 -2.558 -1.913  0.090
H -3.729 -0.224 -5.398  0.077
H -3.282 1.018 -4.398  0.025
C 4.479 -0.747 -1.315  -0.076
C 4.710 -2.225 -1.227  -0.433
C 6.081 -2.697 -1.831  -0.133
O 5.927 -2.417 -3.267  -0.247
C 6.928 -3.111 -4.069  -0.082
N 4.700 -2.542 0.173  0.043
H 4.360 -0.507 -2.371  0.059
H 5.350 -0.114 -1.141  0.091
H 3.622 -0.296 -0.814  0.062
H 3.903 -2.650 -1.826  0.127
H 6.322 -3.735 -1.605  0.115
H 6.968 -2.279 -1.355  0.118
H 6.965 -2.902 -5.139  0.074
H 6.795 -4.192 -4.117  0.086
H 7.901 -2.842 -3.658  0.085
H 3.835 -2.104 0.454  0.018
H 5.355 -1.923 0.630  0.075
C 1.404 -6.854 -4.082  -0.071
C 2.028 -6.311 -2.789  -0.415
C 0.886 -5.802 -1.898  -0.138
O 1.288 -5.760 -0.477  -0.233
C 2.100 -4.669 -0.107  -0.137
N 2.804 -7.389 -2.087  0.036
H 2.187 -7.093 -4.802  0.072
H 0.819 -6.056 -4.538  0.071
H 0.723 -7.693 -3.941  0.079
H 2.804 -5.562 -2.945  0.122
H 0.018 -6.460 -1.943  0.127
H 0.673 -4.780 -2.211  0.116
H 1.736 -3.671 -0.350  0.070
H 3.026 -4.657 -0.682  0.066
H 2.347 -4.726 0.954  0.097
H 3.703 -7.632 -2.476  0.064
H 2.896 -7.014 -1.153  0.045

Its highest occupied orbital energy is -8.804 eV. The HOMO-LUMO gap is 9.10 eV. The total energy comes out at -90653.4511 eV.